Computed, not measured: C45H89Br5Cl2K2LiNO11V as an isolated structure, with ωB97M-V/def2-TZVPD.

Summary:
Frontier orbital gap ... 1.03 eV
Charge ... +1

Last column: Mulliken charge in e.
Cartesian coordinates (Å):
C  1.1473  0.9363  6.8857  -0.60
C  2.6135  0.2868  6.4106  -0.19
C  3.5283  1.4485  5.6528  -0.77
C  3.9719  1.0522  4.1240  -0.87
C  2.7907  1.5795  3.1108  -0.83
C  1.8132  0.2996  2.8026  1.44
C  2.3990  -0.7776  1.7141  0.48
C  1.5790  -0.4994  0.2938  -0.93
C  0.1941  -1.4041  0.2590  -0.03
O  -1.0110  -0.6688  0.6739  -0.17
C  -1.9317  -1.5830  1.4287  -1.31
C  -1.4203  -1.5461  2.9843  0.22
Br  -1.4584  0.1124  4.1717  -0.10
C  -0.8311  -2.7695  3.6637  0.02
C  -0.2809  -2.6528  5.2388  -0.05
Br  -0.6119  -4.5528  2.7880  -0.22
C  -3.4492  -0.9145  1.2074  0.74
C  -4.3855  -1.4657  2.4336  -1.12
O  -4.3056  -2.9502  2.6298  -0.34
C  -5.1041  -3.2693  3.8541  -0.50
C  -4.2359  -3.1827  5.2456  -0.11
O  -3.5684  -4.4568  5.5699  -0.24
C  -3.4286  -4.6451  7.0251  -0.49
C  -2.0102  -5.4269  7.4415  -0.19
O  -1.8570  -6.7373  6.7902  -0.34
C  -0.5339  -6.9028  6.1679  0.19
C  0.0905  -8.4409  6.3691  -0.94
O  -3.2191  0.5633  1.3377  -0.15
C  -4.4666  1.2580  1.6891  -0.42
C  -3.9199  -1.3719  -0.2940  0.30
Cl  -5.6482  -2.0515  -0.4027  -0.21
C  -3.8271  -0.1723  -1.4339  -0.32
C  -2.3499  -0.1214  -2.2003  0.02
H  0.8160  1.8197  6.1582  0.04
H  0.2966  0.1150  6.9538  0.04
H  1.3034  1.3705  7.9756  0.30
H  2.4388  -0.6721  5.7584  0.00
H  3.1220  -0.0909  7.4209  0.39
H  4.4781  1.6436  6.3111  0.29
H  2.8729  2.4436  5.7117  0.22
H  3.9492  -0.1372  4.0681  0.44
H  4.9866  1.5134  3.7663  0.56
H  3.1710  2.0202  2.0950  0.26
H  2.1208  2.3957  3.6591  0.26
H  0.7933  0.7287  2.3609  0.07
H  1.5109  -0.1902  3.8454  -1.03
H  3.5583  -0.6543  1.6100  0.04
H  2.0978  -1.8558  2.1171  -0.25
H  2.3276  -0.7499  -0.5773  0.35
H  1.3313  0.6653  0.2425  0.28
H  0.3792  -2.3843  0.8751  0.05
H  0.0058  -1.7342  -0.8723  0.25
H  -1.8148  -2.6305  0.9212  0.90
H  -1.0707  -2.1853  5.9654  0.25
H  0.0315  -3.7401  5.6161  -0.11
H  0.7310  -2.0464  5.1721  -0.22
H  -4.1040  -1.0085  3.4999  0.29
H  -5.5427  -1.2381  2.3089  0.53
H  -5.5594  -4.3692  3.8182  0.29
H  -6.0358  -2.5515  3.9847  0.30
H  -5.0289  -2.9966  6.1164  0.42
H  -3.5088  -2.2383  5.2956  0.05
H  -3.4162  -3.6351  7.6438  0.36
H  -4.3111  -5.3449  7.4076  0.27
H  -1.1566  -4.6569  7.2153  0.03
H  -1.9949  -5.6088  8.6155  0.25
H  -0.6708  -6.7773  4.9997  -0.03
H  0.2887  -6.1596  6.5438  0.16
H  -0.4020  -9.1506  5.5566  0.26
H  1.2512  -8.4106  6.0935  0.27
H  -0.0625  -8.8558  7.4543  0.28
H  -4.3874  2.3658  1.2619  -0.16
H  -5.4108  0.7886  1.1294  0.32
H  -4.6979  1.3053  2.8351  0.22
H  -3.2091  -2.2386  -0.7053  0.23
H  -4.5950  -0.4995  -2.2879  0.47
H  -4.1963  0.8728  -1.0601  0.06
H  -2.4479  0.1420  -3.3492  -0.47
H  -1.9158  -1.2333  -2.1698  0.14
H  -1.5633  0.5377  -1.6282  0.02
K  4.9875  0.2803  2.2034  0.77
C  -2.4626  3.8865  -1.0174  -0.90
C  -3.5342  3.5978  -2.0818  1.18
C  -4.3402  4.8792  -2.3526  -0.71
O  -4.3628  2.6940  -1.5885  -0.73
H  -2.8947  4.2284  -0.0677  0.15
H  -1.8541  2.9974  -0.8088  -0.07
H  -1.7818  4.6723  -1.3662  0.47
H  -2.9855  3.3865  -3.0105  -0.36
H  -4.8423  5.2580  -1.4526  -0.45
H  -5.1063  4.7167  -3.1213  0.39
H  -3.6787  5.6751  -2.7152  0.43
O  6.3492  3.1054  1.8383  -0.95
V  6.8822  4.6470  1.1859  1.27
O  7.4152  6.1886  0.5335  -0.88
Cl  -0.1787  3.1948  6.4085  -0.73
K  0.6850  5.6280  5.7479  0.86
C  7.1471  -1.8418  5.3321  0.75
O  6.6535  -1.2666  4.3744  -0.55
O  6.9743  -3.0331  5.6144  -0.49
O  7.8957  -1.3216  6.1673  -0.39
Li  4.4429  -3.1719  2.9222  0.94
C  -4.2501  -0.0427  -5.8329  -1.19
C  -2.8120  -0.2746  -6.2706  -0.55
C  -1.9279  0.9831  -6.3184  -0.60
C  -2.5128  2.2391  -6.9789  -0.95
N  -2.4607  2.2793  -8.5246  0.58
C  -3.4341  3.3749  -9.0212  -0.56
C  -2.5961  4.6313  -9.0279  -0.53
C  -1.2738  4.1488  -9.5823  -0.62
C  -1.0686  2.7516  -9.0130  -0.47
C  -2.8322  0.9656  -9.1824  -1.24
H  -4.7734  0.6655  -6.4851  0.32
H  -4.8086  -0.9823  -5.8770  0.41
H  -4.2933  0.3308  -4.8053  0.19
H  -2.8160  -0.7851  -7.2362  0.45
H  -2.3525  -0.9868  -5.5741  0.46
H  -0.9598  0.7285  -6.7648  0.27
H  -1.7129  1.2498  -5.2758  0.44
H  -1.9490  3.1150  -6.6327  0.26
H  -3.5489  2.3981  -6.6726  0.50
H  -3.7513  3.1133  -10.0369  0.39
H  -4.3111  3.4209  -8.3680  0.30
H  -2.4735  5.0262  -8.0140  0.28
H  -3.0431  5.4171  -9.6450  0.42
H  -0.4503  4.8207  -9.3217  0.34
H  -1.3219  4.1003  -10.6774  0.30
H  -0.3756  2.7403  -8.1702  0.31
H  -0.7074  2.0593  -9.7850  0.33
H  -3.8095  0.6540  -8.8091  0.31
H  -2.0510  0.2341  -8.9669  0.40
H  -2.8788  1.1173  -10.2681  0.52
C  6.5994  0.2466  -1.6980  -0.87
C  8.0267  0.4782  -2.1681  -0.46
C  8.2055  0.2494  -3.6715  -0.78
C  7.9170  -1.1809  -4.1468  -0.65
C  8.7567  -2.2679  -3.4731  -0.33
C  10.2464  -2.1176  -3.7373  -1.19
H  6.2794  -0.7860  -1.8652  0.33
H  6.5201  0.4462  -0.6240  0.15
H  5.9057  0.9131  -2.2184  0.31
H  8.7112  -0.1582  -1.5980  0.25
H  8.3072  1.5132  -1.9382  0.35
H  9.2268  0.5299  -3.9519  0.33
H  7.5452  0.9356  -4.2179  0.35
H  8.0816  -1.2238  -5.2306  0.40
H  6.8559  -1.4104  -3.9965  0.28
H  8.4317  -3.2444  -3.8528  0.36
H  8.5739  -2.2836  -2.3943  0.22
H  10.4556  -2.1531  -4.8123  0.30
H  10.7993  -2.9330  -3.2576  0.37
H  10.6359  -1.1758  -3.3409  0.29
C  -6.5036  6.8942  0.6260  -0.37
Br  -7.7447  7.7071  1.8843  -0.06
Br  -5.6914  5.2816  1.3497  0.03
Br  -7.3331  6.5733  -1.1041  -0.01
H  -5.6949  7.6146  0.4642  0.39